A structure of composition C43H53MnN9O5PS. Source: OMol25; level of theory: wB97M-V/def2-TZVPD.

The geometry in ORCA input format:
```
! wB97M-V def2-TZVPD RIJCOSX def2/J DEFGRID3
* xyz 1 6
Mn 0.486 -1.054 -0.938
O 0.635 -1.648 3.355
C 0.619 -1.855 2.148
O -0.247 -1.099 1.287
C 1.357 -2.828 1.407
C 2.135 -3.824 2.044
C 2.781 -4.756 1.276
C 2.614 -4.745 -0.128
C 1.834 -3.754 -0.683
N 1.249 -2.801 0.044
C 1.474 -3.680 -2.159
O 1.532 -4.678 -2.870
O 1.060 -2.521 -2.546
H 2.210 -3.812 3.122
H 3.395 -5.515 1.742
H 3.082 -5.474 -0.772
C 4.915 3.582 -0.200
C 3.535 4.224 -0.335
C 2.425 3.177 -0.442
N 2.147 2.566 0.841
C 2.369 1.289 1.172
S 2.818 0.116 0.039
N 2.275 0.914 2.485
C 2.031 1.626 3.674
O 1.669 1.029 4.652
C 2.314 3.093 3.721
C 1.328 3.951 4.198
C 1.603 5.300 4.355
C 2.866 5.793 4.057
C 3.858 4.932 3.608
C 3.589 3.583 3.444
H 5.653 4.316 0.120
H 5.244 3.161 -1.150
H 4.894 2.775 0.534
H 3.506 4.862 -1.220
H 3.339 4.858 0.534
H 2.724 2.380 -1.120
H 1.507 3.639 -0.816
H 1.908 3.200 1.589
H 2.218 -0.089 2.637
H 0.354 3.549 4.440
H 0.836 5.962 4.734
H 3.084 6.844 4.192
H 4.851 5.308 3.400
H 4.369 2.905 3.119
C 2.186 1.434 -5.332
N 2.317 0.065 -4.699
C 1.203 -0.849 -5.215
N -0.076 -0.230 -5.092
C -0.107 1.091 -5.698
N 0.890 1.974 -5.110
C 0.605 2.291 -3.706
P 0.588 0.779 -2.528
C 2.270 0.187 -3.214
C -0.531 -0.191 -3.702
H 2.360 1.322 -6.404
H 2.951 2.080 -4.900
H 3.210 -0.356 -4.962
H 1.230 -1.757 -4.606
H 1.424 -1.067 -6.262
H -1.097 1.522 -5.557
H 0.085 0.998 -6.770
H -0.378 2.765 -3.663
H 1.338 3.022 -3.355
H 2.494 -0.779 -2.768
H 3.041 0.894 -2.898
H -1.529 0.252 -3.672
H -0.569 -1.211 -3.323
N -0.651 0.146 1.832
C -1.813 0.214 2.358
C -2.177 1.573 2.822
C -2.822 1.739 4.048
C -3.118 3.008 4.515
C -2.786 4.125 3.761
C -2.132 3.967 2.548
C -1.818 2.700 2.084
C -2.807 -0.857 2.588
C -4.171 -0.562 2.453
C -5.137 -1.499 2.776
C -4.769 -2.762 3.226
C -3.419 -3.070 3.349
C -2.448 -2.133 3.031
H -3.063 0.874 4.653
H -3.596 3.130 5.478
H -3.019 5.117 4.126
H -1.854 4.837 1.966
H -1.298 2.564 1.144
H -4.471 0.419 2.108
H -6.185 -1.241 2.701
H -5.523 -3.488 3.499
H -3.122 -4.032 3.750
H -1.407 -2.370 3.203
C -3.371 -4.121 -2.874
C -2.130 -3.207 -3.012
N -1.748 -2.681 -1.704
C -1.525 -3.799 -0.783
C -2.844 -4.563 -0.534
N -3.865 -4.004 -1.469
C -4.142 -2.575 -1.125
C -2.800 -1.805 -1.204
H -3.126 -5.165 -3.062
H -4.170 -3.831 -3.555
H -2.351 -2.376 -3.682
H -1.281 -3.753 -3.426
H -1.120 -3.404 0.147
H -0.773 -4.450 -1.226
H -3.200 -4.416 0.483
H -2.737 -5.629 -0.727
H -4.728 -4.535 -1.373
H -4.562 -2.533 -0.123
H -4.879 -2.193 -1.831
H -2.501 -1.438 -0.223
H -2.894 -0.951 -1.876
*
```

Results
Orbital gap (alpha / beta) in Ha: 0.1559 / 0.1542
Energy in eV: -120535.8173
<S²>: 9.1195
M in g mol⁻¹: 893.93
LUMO (alpha / beta) in eV: -2.457 / -2.458

A structure of composition C43H53N2OS4SbSi4W. Source: OMol25; level of theory: wB97M-V/def2-TZVPD.

The geometry in ORCA input format:
```
! wB97M-V def2-TZVPD RIJCOSX def2/J DEFGRID3
* xyz 0 3
W 0.062 -0.325 0.060
C 4.440 0.048 1.015
Sb 3.454 -0.976 -0.594
C 1.696 -1.787 0.543
C 1.594 -1.377 1.976
C 2.338 -1.714 3.111
C 1.954 -1.200 4.337
C 0.859 -0.348 4.443
C 0.172 -0.029 3.292
N 0.543 -0.552 2.128
Si 2.022 -3.656 0.398
C 2.180 -4.258 -1.372
C 3.666 -4.106 1.208
C 0.752 -4.674 1.307
C 2.851 0.761 -1.895
C 2.143 2.014 -1.211
C 2.819 3.345 -1.068
C 0.737 4.864 0.013
C -0.121 4.082 0.659
C -0.661 2.758 0.177
N 0.057 1.630 0.775
Si 4.551 1.337 -2.596
C 4.225 2.394 -4.115
C 5.765 -0.003 -3.100
C 5.584 2.278 -1.326
Si 1.897 -0.051 -3.360
C 3.036 -1.138 -4.381
C 0.598 -1.315 -2.786
C 1.117 1.093 -4.614
H 5.450 -0.354 1.102
H 3.902 -0.114 1.946
H 4.501 1.115 0.830
H 3.204 -2.350 3.023
H 2.519 -1.459 5.224
H 0.544 0.058 5.393
H -0.680 0.637 3.272
H 3.222 -4.511 -1.575
H 1.878 -3.539 -2.125
H 1.580 -5.160 -1.512
H 4.470 -3.398 0.992
H 3.976 -5.071 0.798
H 3.597 -4.230 2.289
H -0.274 -4.462 1.009
H 0.831 -4.522 2.385
H 0.943 -5.733 1.114
H 3.615 3.585 -1.775
H 1.097 5.806 0.402
H -0.461 4.407 1.637
H -1.715 2.663 0.456
H 4.287 1.783 -5.018
H 4.971 3.188 -4.205
H 3.239 2.858 -4.099
H 5.538 -0.504 -4.038
H 5.916 -0.771 -2.340
H 6.720 0.519 -3.220
H 5.053 2.855 -0.573
H 6.224 2.973 -1.879
H 6.243 1.578 -0.808
H 3.628 -1.844 -3.795
H 3.707 -0.565 -5.021
H 2.382 -1.717 -5.040
H 0.467 -1.337 -1.687
H 0.909 -2.324 -3.047
H -0.385 -1.125 -3.208
H 1.837 1.314 -5.404
H 0.748 2.025 -4.196
H 0.272 0.567 -5.066
O -0.529 6.093 -2.776
C -0.396 4.979 -2.399
S 1.313 4.367 -1.602
C 0.881 2.677 -1.831
C -0.521 2.519 -1.331
S -1.216 0.871 -1.634
S -1.548 3.662 -2.314
S 1.729 1.695 0.616
C -2.955 -5.508 -2.090
C -1.713 -4.898 -2.173
C -1.456 -3.755 -1.425
C -2.414 -3.192 -0.584
C -3.660 -3.829 -0.519
C -3.929 -4.970 -1.258
Si -2.099 -1.658 0.477
C -3.537 -0.480 0.133
C -3.738 0.600 1.000
C -4.681 1.580 0.734
C -5.456 1.499 -0.416
C -5.282 0.433 -1.284
C -4.332 -0.545 -1.009
C -2.438 -2.232 2.263
C -3.754 -2.207 2.746
C -4.081 -2.695 4.003
C -3.096 -3.224 4.824
C -1.787 -3.267 4.372
C -1.472 -2.777 3.111
H -3.167 -6.398 -2.670
H -0.945 -5.309 -2.816
H -0.476 -3.300 -1.498
H -4.435 -3.429 0.125
H -4.901 -5.442 -1.184
H -3.138 0.681 1.903
H -4.814 2.407 1.423
H -6.195 2.261 -0.630
H -5.882 0.363 -2.182
H -4.199 -1.359 -1.713
H -4.542 -1.787 2.132
H -5.110 -2.659 4.341
H -3.350 -3.602 5.807
H -1.006 -3.682 4.997
H -0.445 -2.841 2.784
*
```

Results
Orbital gap (alpha / beta) in Ha: 0.2269 / 0.2392
Energy in eV: -133688.8809
<S²>: 2.0249
M in g mol⁻¹: 1160.12
LUMO (alpha / beta) in eV: -1.048 / -1.037

A structure of composition C43H53N8RuSbSeSi3. Source: OMol25; level of theory: wB97M-V/def2-TZVPD.

The geometry in ORCA input format:
```
! wB97M-V def2-TZVPD RIJCOSX def2/J DEFGRID3
* xyz -1 2
Ru 0.100 0.010 -0.264
C -2.230 2.495 0.423
N -1.901 1.093 0.120
C -2.903 0.305 -0.035
C -2.699 -1.045 -0.395
C -3.618 -1.990 -0.843
C -2.862 -3.061 -1.318
C -1.524 -2.713 -1.136
N -1.408 -1.497 -0.563
C -3.104 3.128 -0.630
C -4.423 3.465 -0.352
C -5.235 4.019 -1.335
C -4.730 4.232 -2.608
C -3.411 3.899 -2.897
C -2.604 3.352 -1.912
H -1.291 3.043 0.481
H -2.728 2.554 1.397
H -3.928 0.669 0.055
H -4.691 -1.877 -0.844
H -3.218 -3.982 -1.752
H -0.663 -3.303 -1.388
H -4.819 3.297 0.644
H -6.262 4.276 -1.105
H -5.362 4.656 -3.379
H -3.004 4.054 -3.888
H -1.575 3.095 -2.134
C 3.371 -3.633 0.634
Sb 1.406 -2.758 0.385
C 2.026 -0.854 -0.491
C 3.194 -0.253 0.230
C 3.111 0.697 1.255
C 4.259 1.222 1.814
C 5.497 0.789 1.365
C 5.503 -0.171 0.368
N 4.403 -0.675 -0.181
Si 2.516 -1.304 -2.303
C 3.942 -2.515 -2.613
C 1.145 -2.193 -3.237
C 3.029 0.285 -3.152
C 0.788 -2.541 2.537
C 0.079 -1.244 2.793
C -0.651 -1.104 3.987
C -1.142 0.111 4.400
C -0.883 1.226 3.617
C -0.241 1.021 2.421
N 0.183 -0.176 1.969
Si -0.441 -4.019 2.732
C -2.120 -3.543 2.068
C -0.759 -4.625 4.498
C 0.177 -5.548 1.831
Si 2.198 -2.708 3.824
C 3.621 -1.526 3.582
C 2.877 -4.462 3.917
C 1.652 -2.297 5.585
H 3.887 -3.455 -0.305
H 3.252 -4.706 0.784
H 3.966 -3.204 1.435
H 2.150 1.025 1.604
H 4.181 1.969 2.596
H 6.422 1.177 1.769
H 6.442 -0.556 -0.020
H 3.646 -3.556 -2.457
H 4.827 -2.298 -2.021
H 4.199 -2.418 -3.673
H 1.215 -3.270 -3.057
H 1.311 -2.040 -4.308
H 0.131 -1.882 -3.021
H 4.015 0.588 -2.789
H 2.340 1.108 -2.971
H 3.101 0.118 -4.231
H -0.786 -1.973 4.611
H -1.690 0.192 5.330
H -1.191 2.222 3.901
H -0.050 1.841 1.749
H -2.515 -2.645 2.544
H -2.821 -4.360 2.262
H -2.101 -3.366 0.989
H -1.327 -3.920 5.108
H 0.132 -4.912 5.054
H -1.380 -5.520 4.394
H 0.203 -5.415 0.750
H -0.518 -6.364 2.048
H 1.167 -5.861 2.166
H 4.101 -1.553 2.606
H 4.375 -1.762 4.340
H 3.291 -0.501 3.757
H 3.210 -4.856 2.962
H 2.168 -5.169 4.347
H 3.747 -4.429 4.579
H 1.401 -1.240 5.692
H 2.513 -2.493 6.232
H 0.819 -2.888 5.961
Se 1.025 2.403 -0.713
C 1.879 3.518 0.592
C 1.257 4.060 1.715
C 1.967 4.912 2.548
N 3.227 5.284 2.337
C 3.810 4.789 1.244
C 3.196 3.915 0.364
H 0.219 3.852 1.939
H 1.488 5.328 3.429
H 4.834 5.101 1.067
H 3.736 3.529 -0.492
N -0.282 0.403 -2.231
C -0.526 0.624 -3.338
C -0.819 0.890 -4.669
C -0.790 -0.151 -5.624
N -0.767 -0.999 -6.408
C -1.165 2.209 -5.043
N -1.444 3.289 -5.343
*
```

Results
Orbital gap (alpha / beta) in Ha: 0.2693 / 0.2385
Energy in eV: -155474.9164
<S²>: 0.7571
M in g mol⁻¹: 1068.00
LUMO (alpha / beta) in eV: 2.033 / 1.262

A structure of composition C43H54BF2N7TeTi. Source: OMol25; level of theory: wB97M-V/def2-TZVPD.

The geometry in ORCA input format:
```
! wB97M-V def2-TZVPD RIJCOSX def2/J DEFGRID3
* xyz -1 2
Ti 0.376 -0.293 0.366
C -1.083 -3.086 -1.449
C -1.811 -2.786 -0.131
N -0.859 -2.445 0.917
C -0.064 -3.588 1.372
C 1.330 -3.138 1.763
N 1.906 -2.326 0.705
C 2.422 -3.058 -0.443
C 1.369 -3.370 -1.509
N 0.232 -2.435 -1.541
H -0.959 -4.165 -1.574
H -1.719 -2.750 -2.268
H -2.474 -1.936 -0.252
H -2.435 -3.652 0.138
H -1.344 -2.012 1.694
H -0.538 -4.088 2.224
H -0.018 -4.326 0.570
H 1.282 -2.523 2.665
H 1.951 -4.016 1.992
H 2.679 -1.807 1.096
H 3.196 -2.439 -0.876
H 2.892 -4.004 -0.133
H 1.868 -3.388 -2.483
H 0.976 -4.375 -1.342
H 0.292 -1.884 -2.385
N -2.047 2.552 10.169
C -1.795 2.229 9.094
C -1.482 1.823 7.753
C -1.004 0.537 7.510
C -0.705 0.152 6.215
C -0.874 1.031 5.141
C -1.356 2.316 5.406
C -1.658 2.714 6.694
C -0.545 0.615 3.763
C 0.794 0.276 3.480
C 1.867 0.238 4.378
C 3.026 -0.002 3.619
C 2.619 -0.103 2.314
N 1.255 0.035 2.186
C -1.567 0.632 2.792
C -2.917 0.935 3.047
C -3.612 0.707 1.859
C -2.675 0.272 0.948
N -1.413 0.200 1.474
H -0.878 -0.154 8.333
H -0.342 -0.848 6.020
H -1.484 3.004 4.580
H -2.022 3.714 6.889
H 1.809 0.428 5.437
H 4.045 -0.062 3.969
H 3.212 -0.177 1.432
H -3.319 1.263 3.991
H -4.667 0.838 1.668
H -2.843 0.035 -0.081
C -7.138 3.181 -3.142
C -5.818 2.514 -2.858
C -4.624 3.206 -2.980
C -3.393 2.609 -2.716
C -2.152 3.445 -2.855
C -3.355 1.260 -2.326
Te -1.455 0.311 -2.207
C -4.558 0.550 -2.179
C -4.623 -0.886 -1.731
C -5.763 1.190 -2.454
H -6.994 4.142 -3.636
H -7.694 3.362 -2.220
H -7.765 2.561 -3.785
H -4.642 4.247 -3.286
H -2.416 4.481 -3.067
H -1.511 3.074 -3.659
H -1.549 3.418 -1.947
H -3.804 -1.475 -2.146
H -5.567 -1.336 -2.043
H -4.565 -0.967 -0.644
H -6.687 0.629 -2.349
F 0.711 2.413 -1.412
B -0.102 1.659 -0.621
F -0.922 2.477 0.107
C 1.002 -0.793 -5.397
C 2.044 -0.917 -4.314
C 3.231 -1.604 -4.549
C 4.219 -1.612 -3.569
C 5.527 -2.327 -3.801
C 3.998 -0.975 -2.357
C 2.787 -0.314 -2.042
C 1.852 -0.287 -3.091
N 2.506 0.271 -0.809
C 3.531 1.320 -0.452
C 2.930 2.358 0.524
C 4.889 0.819 0.123
C 3.908 2.153 -1.700
H 1.234 0.042 -6.063
H 0.014 -0.606 -4.976
H 0.960 -1.696 -6.009
H 3.397 -2.102 -5.499
H 5.575 -2.750 -4.805
H 5.663 -3.145 -3.088
H 6.373 -1.648 -3.679
H 4.771 -1.053 -1.604
H 0.981 0.336 -2.960
H 2.258 1.933 1.262
H 2.362 3.101 -0.027
H 3.727 2.872 1.066
H 4.812 0.074 0.911
H 5.440 1.669 0.534
H 5.516 0.392 -0.659
H 2.999 2.515 -2.181
H 4.481 1.580 -2.429
H 4.510 3.015 -1.399
*
```

Results
Orbital gap (alpha / beta) in Ha: 0.1937 / 0.2356
Energy in eV: -92422.3137
<S²>: 0.8064
M in g mol⁻¹: 893.23
LUMO (alpha / beta) in eV: 2.169 / 2.167